[1]
Computed, not measured: an isolated ion of composition C12H14N3 and charge +1 at a distorted geometry, with the ωB97M-V functional and the def2-TZVPD basis.

Properties
DFT total energy   -17130.7720 eV
SMILES   C[C@H]1N=C2C=C[C@@H]3N=CC=CC3=C2[N@@H+]1C
HOMO (spin up / spin down)   -12.128 / -12.128 eV
Charge   +1
Frontier orbital gap (spin up / spin down)   7.7 / 7.7 eV

Last column: natural (NBO) charge in e.
Geometry (Å):
C (3.37777, -0.47773, 1.25386)  -0.61
C (2.58657, -0.36198, -0.13977)  0.11
N (1.94620, -1.53736, -0.26161)  -0.41
C (0.65395, -1.47638, -0.04144)  0.23
C (-0.29111, -2.49417, -0.21597)  -0.27
C (-1.60506, -2.17219, -0.22929)  -0.03
C (-2.12244, -0.82079, 0.34052)  -0.19
N (-3.61010, -0.56795, 0.18286)  -0.31
C (-3.91468, 0.66693, 0.01626)  0.07
C (-2.94232, 1.81366, 0.03089)  -0.17
C (-1.62069, 1.57191, 0.14321)  -0.24
C (-1.02504, 0.23143, 0.13286)  0.05
C (0.31143, -0.07427, -0.01492)  0.02
N (1.43756, 0.74248, -0.12863)  -0.39
C (1.36570, 1.60275, -1.29593)  -0.42
H (2.74785, -0.22482, 2.07556)  0.21
H (4.19761, 0.17756, 1.32927)  0.22
H (3.65863, -1.54440, 1.24110)  0.26
H (3.42583, -0.34322, -0.95851)  0.26
H (0.07566, -3.36285, -0.70404)  0.26
H (-2.32207, -2.86103, -0.35170)  0.22
H (-2.26282, -1.14962, 1.44111)  0.29
H (-4.93566, 0.90539, -0.29160)  0.21
H (-3.42610, 2.77864, 0.00116)  0.24
H (-0.92775, 2.34481, 0.48531)  0.21
H (1.41597, 1.37150, 0.71995)  0.45
H (0.33009, 2.07796, -1.26784)  0.24
H (2.19828, 2.32297, -1.36925)  0.25
H (1.27675, 0.86077, -2.12343)  0.24


[2]
Computed, not measured: a 2-piece molecular cluster, C12H14NS overall at a distorted geometry, with the ωB97M-V functional and the def2-TZVPD basis.

Properties
DFT total energy   -24986.8305 eV
HOMO   -11.514 eV
Charge   +1
Frontier orbital gap   6.5 eV

Last column: natural (NBO) charge in e.
Geometry (Å):
C (-1.16971, 0.05657, 1.27155)  -0.01
C (-0.06760, -0.57161, 0.84194)  -0.11
C (-4.57843, 0.99532, -1.01575)  -0.12
C (-4.55088, 1.27348, 0.34455)  -0.22
C (-3.47986, 0.40348, -1.63278)  -0.21
C (-3.43074, 0.96720, 1.08769)  -0.13
C (-2.36101, 0.08266, -0.89901)  -0.14
C (-2.31477, 0.36246, 0.48080)  -0.08
C (0.96877, -1.15473, 0.50159)  0.38
C (3.13454, -1.98475, 1.00265)  -0.41
C (2.17725, -2.22069, -1.24375)  -0.41
C (4.35079, 3.18669, 0.20698)  -0.42
N (2.02712, -1.74819, 0.11095)  -0.31
S (3.53546, 1.98077, -0.46856)  0.03
H (-5.45006, 1.23936, -1.60176)  0.23
H (-5.40090, 1.72962, 0.82533)  0.24
H (-3.51015, 0.19578, -2.69120)  0.23
H (-3.40656, 1.18475, 2.14534)  0.22
H (-1.50496, -0.37567, -1.37099)  0.22
H (2.93695, -1.54649, 1.97799)  0.24
H (4.03942, -1.54157, 0.58436)  0.23
H (3.29744, -3.05897, 1.11771)  0.23
H (3.06337, -1.76933, -1.69311)  0.23
H (1.30477, -1.96092, -1.83805)  0.23
H (2.30350, -3.30571, -1.24595)  0.23
H (3.95902, 4.19477, 0.21780)  0.20
H (-1.18839, 0.35938, 2.31379)  0.25
H (5.31564, 3.02635, 0.66989)  0.20


[3]
Computed, not measured: a 2-piece molecular cluster, C12H14Si overall at a distorted geometry, with the ωB97M-V functional and the def2-TZVPD basis.

Properties
DFT total energy   -20545.7756 eV
HOMO   -7.421 eV
Frontier orbital gap   7.5 eV

Last column: natural (NBO) charge in e.
Geometry (Å):
C (2.31681, -1.69237, -0.27190)  -0.21
C (1.76847, -1.82952, 0.99325)  -0.19
C (0.32863, 2.72292, -0.59183)  -0.21
C (-0.14594, 2.63298, 0.72192)  -0.21
C (1.96783, -0.57919, -1.02230)  -0.18
C (0.98710, -0.81393, 1.51187)  -0.19
C (1.03549, 1.69874, -1.13076)  -0.19
C (-0.06024, 1.39525, 1.37828)  -0.18
C (1.13899, 0.43169, -0.49281)  -0.06
C (0.60356, 0.31867, 0.85204)  -0.11
C (-3.02457, -0.64216, 0.79909)  -1.25
C (-1.28755, -1.25374, -1.69091)  -1.21
Si (-1.91303, -1.93228, 0.02285)  0.98
H (3.05974, -2.44321, -0.43809)  0.22
H (2.12050, -2.60264, 1.61576)  0.21
H (0.26268, 3.75832, -1.14196)  0.22
H (-0.38412, 3.54022, 1.12758)  0.21
H (2.27650, -0.45183, -2.04546)  0.22
H (0.63219, -1.13825, 2.48366)  0.22
H (1.33756, 1.83641, -2.19968)  0.21
H (-0.54003, 1.28176, 2.40998)  0.22
H (-3.69329, -0.94050, 1.62765)  0.25
H (-2.26673, -0.12490, 1.45164)  0.25
H (-3.43936, 0.12604, 0.09618)  0.24
H (-1.53894, -0.28410, -2.10400)  0.23
H (-0.25441, -0.94573, -1.55035)  0.26
H (-1.28783, -2.06866, -2.41170)  0.24


[4]
Computed, not measured: C12H15AgAsN6PS4 as an isolated structure, with the ωB97M-V functional and the def2-TZVPD basis.

Properties
DFT total energy   -139097.7431 eV
HOMO   -0.175 eV
Charge   -2
Frontier orbital gap   4.1 eV

Last column: natural (NBO) charge in e.
Geometry (Å):
Ag (-2.24821, -1.69718, -0.00662)  0.74
C (4.05392, 0.72225, 0.04216)  -0.40
N (3.58800, -0.64823, 0.02673)  -0.35
C (4.38213, -1.76250, 0.03304)  -0.13
C (3.52202, -2.82403, 0.01739)  -0.10
N (2.23089, -2.39685, 0.00184)  -0.41
C (2.27963, -1.07974, 0.00749)  0.07
P (0.94173, 0.15550, -0.00130)  0.72
C (-0.03159, -0.33209, 1.45192)  0.06
N (-0.48702, -1.53220, 1.77596)  -0.49
C (-1.25475, -1.34999, 2.88789)  -0.09
C (-1.26409, -0.02651, 3.23854)  -0.06
N (-0.47543, 0.61331, 2.33181)  -0.33
C (-0.42946, 2.05645, 2.15753)  -0.42
C (-0.00362, -0.32448, -1.47640)  0.06
N (-0.45061, -1.51992, -1.82163)  -0.48
C (-1.18644, -1.33291, -2.95180)  -0.08
C (-1.17021, -0.00896, -3.30421)  -0.07
N (-0.39278, 0.62240, -2.38059)  -0.33
C (-0.30443, 2.06731, -2.23097)  -0.42
H (5.14283, 0.71920, 0.04736)  0.20
H (3.69427, 1.24482, 0.92748)  0.21
H (3.70290, 1.26210, -0.83591)  0.21
H (5.45690, -1.69464, 0.04801)  0.20
H (3.76648, -3.87488, 0.01714)  0.19
H (-1.79602, -2.16278, 3.34085)  0.21
H (-1.82814, 0.51190, 3.98004)  0.22
H (-0.81971, 2.52145, 3.06128)  0.20
H (-1.09023, 2.32812, 1.32894)  0.28
H (0.59690, 2.37983, 1.99303)  0.19
H (-1.71270, -2.14372, -3.42567)  0.21
H (-1.68966, 0.53510, -4.07361)  0.22
H (-0.63470, 2.52693, -3.16130)  0.20
H (0.72457, 2.35754, -2.02649)  0.19
H (-0.99140, 2.37971, -1.43868)  0.27
S (-5.61974, 0.87180, 2.03263)  -0.87
As (-4.85925, 0.39190, 0.09600)  1.03
S (-4.69217, -1.81708, -0.11948)  -0.93
S (-2.75014, 1.07785, -0.00172)  -1.07
S (-5.90071, 1.18322, -1.58869)  -0.87


[5]
Computed, not measured: C12H15AsN8O3OsS4 as an isolated structure, with the ωB97M-V functional and the def2-TZVPD basis.

Properties
DFT total energy   -137399.9041 eV
Multiplicity   5
HOMO (spin up / spin down)   -6.949 / -7.593 eV
Expectation value of S²   6.02
Frontier orbital gap (spin up / spin down)   5.8 / 5.8 eV

Last column: Mulliken spin population.
Geometry (Å):
Os (0.15933, 0.30281, 0.02849)  2.55
N (-2.15430, 3.79574, 0.63192)  0.01
C (-1.67914, 2.95021, -0.27370)  -0.04
N (-1.11678, 1.94364, 0.37675)  -0.04
C (-1.28834, 2.25600, 1.70032)  0.01
N (-1.91024, 3.38485, 1.89362)  0.00
C (-0.81884, 1.30813, 2.69812)  0.01
C (-0.98113, 1.44930, 4.06970)  0.00
N (-0.57069, 0.51590, 4.91572)  0.01
C (0.00497, -0.56224, 4.39663)  -0.01
C (0.19178, -0.71511, 3.03228)  0.01
N (-0.22010, 0.22291, 2.18413)  -0.02
H (-2.61126, 4.67551, 0.44957)  0.00
H (-1.82054, 3.06910, -1.33999)  0.07
H (-1.45381, 2.33537, 4.47459)  0.00
H (0.33513, -1.33091, 5.08393)  0.00
H (0.67482, -1.58356, 2.60753)  0.00
S (0.96175, 4.27831, -1.79844)  0.31
As (-0.30582, 3.75460, -3.36880)  0.34
S (-0.72133, 1.44273, -3.13854)  0.10
S (0.86631, 0.72821, -2.04035)  0.31
S (-2.30471, 4.41431, -3.40120)  0.27
O (1.55759, -2.71752, -1.07203)  0.00
C (2.23729, -2.05139, -0.30563)  -0.02
C (3.62130, -2.44368, 0.18609)  0.00
C (4.06278, -1.26618, 1.04899)  0.00
C (2.84196, -0.36560, 1.09048)  -0.06
O (2.70049, 0.64169, 1.75127)  0.01
N (1.86464, -0.86531, 0.25011)  0.06
H (4.25834, -2.63613, -0.67534)  0.00
H (3.53770, -3.37936, 0.73956)  0.00
H (4.88438, -0.69878, 0.61179)  0.00
H (4.35495, -1.52996, 2.06417)  0.00
C (-1.12778, -2.64240, -3.65719)  0.00
N (-0.95351, -2.14792, -2.30877)  0.01
C (-1.86396, -1.46989, -1.62584)  0.02
N (-3.10673, -1.31565, -2.12758)  0.01
O (-1.60186, -0.96847, -0.48980)  0.07
H (-0.14757, -2.87625, -4.06329)  0.00
H (-1.56813, -1.87441, -4.29678)  0.00
H (-1.74092, -3.54643, -3.69089)  0.00
H (-0.06248, -2.30520, -1.83364)  -0.01
H (-3.32219, -1.58510, -3.07010)  0.00
H (-3.66335, -0.59186, -1.70783)  0.00


[6]
Computed, not measured: C12H15AuN4OS as an isolated structure, with the ωB97M-V functional and the def2-TZVPD basis.

Properties
DFT total energy   -35209.2213 eV
HOMO   -15.458 eV
Charge   +2
Frontier orbital gap   8.3 eV

Last column: natural (NBO) charge in e.
Geometry (Å):
Au (0.20118, -0.75193, 0.92432)  1.11
C (2.95995, 3.20120, -0.30444)  -0.42
N (1.76107, 2.69178, -0.97947)  -0.29
C (1.41455, 2.94845, -2.29119)  -0.02
C (0.25993, 2.30339, -2.53745)  -0.05
N (-0.10617, 1.66070, -1.35892)  -0.35
C (0.83727, 1.91001, -0.41861)  0.26
S (0.89878, 1.39435, 1.23122)  -0.02
C (-1.34849, 0.98390, -1.19011)  0.37
C (-2.46700, 1.48029, -1.83072)  -0.23
C (-3.65697, 0.77765, -1.72393)  -0.09
C (-3.68856, -0.38666, -0.97523)  -0.22
C (-2.53399, -0.79428, -0.34100)  0.08
N (-1.37384, -0.12462, -0.44548)  -0.54
H (3.58026, 3.69267, -1.04701)  0.25
H (3.50403, 2.37106, 0.13947)  0.24
H (2.67868, 3.91625, 0.46497)  0.24
H (2.02954, 3.55367, -2.93380)  0.27
H (-0.31658, 2.21273, -3.44012)  0.27
H (-2.41270, 2.40675, -2.38369)  0.26
H (-4.54809, 1.14513, -2.21457)  0.26
H (-4.59342, -0.96689, -0.86904)  0.26
H (-2.51140, -1.68765, 0.26742)  0.23
N (0.11235, -4.75422, 1.75053)  -0.71
C (0.26058, -3.45319, 1.75087)  0.71
O (-0.32275, -2.75273, 0.86101)  -0.70
C (1.06393, -2.74653, 2.79430)  -0.55
C (1.62514, -1.44711, 2.21395)  -0.53
H (-0.46568, -5.19901, 1.05084)  0.44
H (0.55706, -5.33550, 2.44379)  0.44
H (1.85772, -3.37426, 3.20321)  0.27
H (0.37200, -2.53445, 3.61537)  0.27
H (2.50046, -1.61638, 1.58725)  0.24
H (1.87116, -0.72457, 2.98623)  0.24